Below is a structure of composition C2H3NaO2Rb at a distorted geometry, with properties calculated with ωB97M-V/def2-TZVPD.

```
9
Properties=species:S:1:pos:R:3:nbo_charge:R:1
O 1.930 -0.791 1.107 -0.489
C 1.474 0.050 0.332 0.276
C 0.337 -0.135 -0.645 -0.180
O -0.868 0.146 -0.019 -1.059
Rb -2.535 2.867 -0.051 0.994
H 0.423 -1.152 -1.084 0.134
H 0.573 0.561 -1.481 0.151
Na -2.097 -1.577 0.422 0.973
H 0.763 0.031 1.418 0.199
```

Highest occupied orbital energy (spin up / spin down): -9.92 / -10.11 eV
Kohn-Sham gap (spin up / spin down): 5.71 / 5.94 eV
Charge: +1
Energy above the lowest of the compared OMol25 structures with the same formula, charge and spin: 418.8 kJ/mol